No. 1
Computed, not measured: 5 unconnected molecules or ions with the total composition C21H42N6OP at a distorted geometry, with wB97M-V/def2-TZVPD.

```
71
Properties=species:S:1:pos:R:3
C 2.724 4.706 -4.475
H 3.484 6.630 -5.110
N 1.564 1.280 1.411
C -2.176 0.687 0.926
H 0.387 0.713 -1.432
H 1.625 -1.496 3.041
H 0.242 0.035 6.995
C 0.330 0.460 4.924
N 0.195 -1.784 5.997
H -7.657 -1.175 -1.019
H -6.137 -2.217 0.628
H 2.311 0.213 5.287
H 2.195 -2.464 -5.399
H 4.537 -0.344 4.847
C 2.896 5.810 -5.524
C -0.188 -0.368 6.084
H -6.850 0.178 -2.877
H 5.154 -1.645 5.889
C 0.848 0.915 0.590
C -6.605 -0.887 -1.011
H -4.728 -1.733 -0.313
C -6.184 -0.574 -2.450
C 4.265 -1.167 5.503
H 2.244 3.065 -5.819
H 1.867 -2.743 -1.659
H -1.371 2.171 -0.407
C 3.566 5.322 -6.728
H 3.672 -0.791 6.336
N 1.227 0.331 -4.311
H 2.297 5.154 -3.575
H 0.464 1.463 5.307
C 0.909 -2.702 -2.183
H -1.645 1.036 1.817
H 0.221 -3.386 -1.686
H 0.677 -3.272 4.640
H 0.833 3.941 -5.213
H -0.327 -2.021 3.952
H -3.173 1.125 0.946
H 3.035 -2.190 -3.885
C 2.057 -2.143 -4.366
H -2.035 0.761 -1.213
H -6.528 0.014 -0.401
H -5.860 -2.925 -0.963
C 1.719 -1.479 4.117
H 0.508 -1.695 -2.088
P 3.317 -2.395 4.517
H 2.467 -3.055 6.439
H -0.128 -0.628 -0.424
C -5.783 -2.006 -0.381
N 4.084 4.933 -7.675
H 1.705 2.824 -4.166
C -1.447 1.083 -0.352
H 0.097 -3.028 -4.145
O 2.860 -3.479 5.655
H -1.264 -0.222 6.154
H 1.924 6.223 -5.799
C 1.825 3.569 -4.947
N -3.735 0.317 -2.585
H -2.285 -0.399 0.995
H 1.425 -4.096 -3.742
H -0.528 -2.370 6.389
C -0.052 0.458 -0.464
H 3.702 4.309 -4.198
H 1.945 0.523 3.687
C 1.069 -3.069 -3.652
H -0.326 0.537 4.068
C 0.500 -2.204 4.645
C -4.813 -0.073 -2.526
C 1.590 -0.757 -4.354
H -6.272 -1.465 -3.073
N 1.689 -0.021 4.514
```

The value obtained for the orbital gap is 9.79 eV. Its net charge is +1. Its total energy is -1570.2484 Ha. As for the largest force on an atom: 0.0232 Eh/bohr.


No. 2
Computed, not measured: 10 unconnected molecules or ions with the total composition C21H62O10 at a distorted geometry, with wB97M-V/def2-TZVPD.

```
93
Properties=species:S:1:pos:R:3
H -0.444 3.263 3.040
H 1.152 3.768 -0.614
C -1.473 -2.128 4.456
C 2.746 4.209 0.789
C 1.551 3.404 0.340
C -0.504 -2.111 -4.285
H 1.611 -1.230 -0.923
H 0.703 0.669 1.896
O -3.138 -0.775 5.550
H -3.266 1.604 -1.243
H -2.778 4.653 -1.367
H -5.504 3.573 -1.684
H 4.724 -0.669 -1.974
H -1.584 -2.182 -4.453
H 3.025 0.876 2.516
H -4.241 -2.699 4.121
H 3.001 3.970 1.825
H -0.259 -1.399 0.788
O 4.063 -1.214 -2.410
H -1.626 3.412 -0.741
H -2.396 -0.596 6.134
H 3.864 4.000 -0.807
C -2.670 -1.187 4.266
H 4.064 -0.926 -3.328
O -4.125 2.906 0.144
O -2.069 2.341 2.163
H -2.703 4.765 1.547
H -0.706 -1.678 5.085
C 1.441 -0.483 -0.149
H -1.599 4.075 4.934
H -4.375 3.374 -3.011
H 4.418 -4.591 -2.613
H 2.355 -5.679 -3.389
C 0.019 -0.440 0.338
C -3.611 2.637 -1.168
H -2.011 -0.170 -0.406
H 2.046 -3.279 -4.308
H -2.409 2.554 4.547
H -5.223 1.981 -2.511
H -0.773 -0.485 -1.664
H 2.325 1.197 3.838
H -1.396 1.805 1.708
C -1.497 3.477 2.832
H 0.464 -3.826 0.043
H 1.780 0.512 -0.447
C -1.718 4.728 2.005
H -0.253 -1.104 -4.634
O 2.158 0.938 2.928
H 0.153 -4.624 -3.487
C -2.470 3.610 -1.405
H -1.002 -2.398 3.509
O -0.135 0.488 1.442
H 3.345 -5.309 0.222
C 0.109 -4.524 -4.572
H 4.807 -4.394 -0.093
H 3.248 -6.913 -2.417
H -0.042 -3.092 -6.135
C -2.208 3.563 4.185
H 0.892 -5.165 -4.987
C -0.980 -0.005 -0.708
H -1.938 -3.022 4.877
O 2.818 -3.664 -1.796
H 1.737 2.339 0.277
C 4.155 -5.175 -0.491
H 1.862 -6.132 -1.783
H 2.116 -0.793 0.661
H 0.985 -4.066 -1.363
C 0.279 -3.119 -5.095
C -4.776 2.890 -2.108
H -1.005 4.812 1.176
H -3.445 2.747 0.816
O 1.682 -2.757 -5.033
H -0.841 -4.950 -4.903
C 3.657 -4.869 -1.884
O 3.947 3.748 0.120
H -1.505 5.600 2.631
H 4.754 -6.092 -0.536
C -3.826 -1.864 3.552
H -0.823 1.067 -0.872
H -2.062 3.479 -2.422
H -0.308 -2.171 -3.217
H 3.342 6.243 1.180
H 0.745 3.568 1.062
H -3.456 -2.292 2.618
H 3.335 -2.846 -1.818
H -4.607 -1.132 3.357
H 1.604 6.014 0.987
H 2.748 5.988 -0.410
H -2.373 -0.327 3.650
O 0.177 -4.108 -0.829
C 2.741 -5.946 -2.408
H -3.173 4.069 4.117
C 2.581 5.687 0.630
```

The value obtained for the orbital gap is 9.29 eV. Its total energy is -1589.6857 Ha. Its structure (SMILES) is CC(C)O.CC(C)O.CC(C)O.CC(C)O.CC(C)O.CC(C)O.CC(C)O.O.O.O. As for the largest force on an atom: 0.0423 Eh/bohr.


No. 3
Computed, not measured: a molecular structure, C20H42AgN2O4 at a distorted geometry, with wB97M-V/def2-TZVPD.

```
69
Properties=species:S:1:pos:R:3
H -0.544 2.327 3.749
C -1.729 -0.065 3.103
C -1.731 -2.753 -2.754
H -1.452 2.076 -2.881
C 1.155 0.904 3.606
H 1.902 -2.901 -4.078
H -0.340 -1.001 -0.004
H -2.464 -3.489 -2.423
H 1.402 -0.662 5.196
H -0.940 -0.235 5.148
H 2.542 -0.796 3.975
C -2.244 -1.313 -2.724
C -1.342 -0.167 -3.287
C -1.084 -0.824 0.773
H -0.018 -3.829 -2.322
H -0.538 -2.588 -1.151
H 2.341 2.728 4.161
H -2.335 -0.900 3.453
H -2.414 -1.100 -1.668
H -3.240 -1.159 -3.139
H 2.939 1.846 2.862
C -1.707 3.403 0.287
H 0.068 1.719 5.349
H -2.162 1.096 -1.765
H -3.086 1.265 -3.270
C -0.125 1.486 4.302
H -0.483 0.154 -5.308
H 1.388 -1.236 -4.659
H 2.339 -2.807 -1.609
C 0.675 -1.693 -2.701
H 3.651 3.022 -2.048
H 1.374 2.759 2.654
Ag 0.899 1.236 -0.247
H -2.471 2.641 0.128
H -0.858 -2.777 3.101
H -2.120 1.116 4.870
O 1.777 -0.066 1.384
H -1.791 -1.653 0.776
C 1.991 2.144 3.309
H 0.596 -2.474 2.070
H 2.698 0.573 5.162
H -1.514 0.120 0.437
C -0.491 -0.630 2.295
H 4.496 3.268 -0.521
C 2.024 -0.035 4.559
C 1.894 -1.830 -1.798
H -2.190 0.441 -5.243
H -1.668 -3.055 -3.800
H 2.755 -1.184 -1.969
C -2.084 1.188 -2.849
O 0.808 0.897 -2.611
C -0.304 -2.784 -2.197
N 0.699 0.315 2.275
H 1.713 -1.609 -0.746
N -0.019 -0.336 -2.651
H -1.947 4.228 -0.383
C -1.314 0.514 4.450
O 2.513 2.895 -0.409
H 4.163 1.641 -1.031
C -1.404 -0.201 -4.845
C -0.070 -2.073 2.833
H 0.642 -1.981 3.654
O -0.443 2.983 0.185
H -1.950 3.774 1.282
H -2.405 0.653 2.640
H -1.532 -1.201 -5.259
C 1.130 -2.131 -4.094
H 0.224 -2.524 -4.557
C 3.754 2.652 -1.028
```

The value obtained for the orbital gap (alpha / beta) is 5.06 / 4.74 eV. Its net charge is -2. Its total energy is -1344.3232 Ha. The multiplicity is 2. As for the largest force on an atom: 0.0573 Eh/bohr.


No. 4
Computed, not measured: C7H8ClN3 in the gas phase at a distorted geometry, with wB97M-V/def2-TZVPD.

```
19
Properties=species:S:1:pos:R:3
C 0.928 0.089 2.404
N -1.145 -0.861 -0.317
H 0.632 -0.266 3.337
C 1.770 1.191 2.460
H -3.185 -1.232 -1.486
C 2.209 1.817 1.288
Cl -0.839 0.230 -2.772
N 0.156 -1.006 -0.005
H -2.697 -2.801 -2.065
C -2.601 -1.701 -2.201
N -1.286 -1.183 -1.959
H 2.172 1.729 -0.958
C 0.637 -0.247 1.102
C 1.868 1.362 -0.015
H 2.098 1.658 3.334
H -1.757 -0.044 -0.213
H 2.829 2.594 1.310
H -2.880 -1.566 -3.174
C 1.091 0.237 -0.071
```

The value obtained for the orbital gap (alpha / beta) is 6.11 / 6.23 eV. Its total energy is -895.5532 Ha. The multiplicity is 3. As for the largest force on an atom: 0.1248 Eh/bohr.


- Which value of largest force on an atom does entry 1 give?
  0.0232 Eh/bohr